[1]
Formula: C23H72N14O13
Source: OMol25
Level of theory: the ωB97M-V functional and the def2-TZVPD basis

Each line ends with the Mulliken charge.
Cartesian coordinates (Å):
O  0.83  0.58  1.81  -0.711
O  6.09  -1.65  1.56  -0.672
O  -4.11  -1.41  -2.17  -0.690
O  0.22  3.84  -4.57  -0.548
O  1.11  -3.98  -4.35  -0.661
O  -7.42  1.68  3.78  -0.482
O  5.66  -1.90  -5.25  -0.640
O  8.04  3.15  -2.48  -0.570
O  2.57  3.90  4.97  -0.523
O  -3.79  1.67  5.38  -0.494
O  0.01  -5.97  -0.40  -0.523
O  -7.03  2.39  -4.38  -0.702
O  -7.24  -2.75  2.93  -0.687
N  -5.16  3.22  -3.64  -0.365
N  -4.03  -3.42  -2.92  -0.341
N  5.33  -2.21  -3.08  -0.326
N  -5.65  -2.18  -3.48  -0.405
N  -1.26  0.20  1.22  -0.317
N  -7.59  -4.93  2.66  -0.388
N  7.10  -1.12  -3.87  -0.415
N  4.77  -2.18  3.28  -0.411
N  6.52  -3.42  2.80  -0.389
N  -5.96  -3.91  1.67  -0.350
N  -6.19  4.30  -5.26  -0.359
N  0.02  -5.22  -5.95  -0.419
N  0.29  -0.12  -0.25  -0.379
N  1.70  -4.14  -6.51  -0.386
C  -6.14  3.26  -4.49  0.684
C  -3.83  3.88  6.09  -1.258
C  -3.98  1.99  7.78  -1.166
C  5.98  -1.76  -4.12  0.668
C  0.96  -4.41  -5.49  0.710
C  0.00  0.16  1.00  0.786
C  3.58  3.34  5.74  -0.112
C  6.19  3.06  -0.96  -1.216
C  2.47  4.05  -5.11  -1.356
C  -4.59  -2.33  -2.77  0.702
C  1.83  -5.31  0.75  -1.591
C  5.81  -2.39  2.49  0.708
C  7.75  3.04  -1.02  0.614
C  -7.95  2.40  2.63  -0.300
C  -6.94  -3.85  2.47  0.632
C  -0.38  -5.44  1.91  -1.228
C  8.38  4.20  -0.41  -1.384
C  -3.35  2.44  6.49  0.282
C  -6.81  2.42  1.65  -0.801
C  0.59  -6.00  0.83  0.784
C  1.38  3.16  -4.46  0.681
C  4.73  4.34  5.63  -0.966
C  1.26  1.82  -5.06  -1.363
H  4.61  -2.76  4.10  0.165
H  -3.18  -3.53  -2.39  0.212
H  -1.65  0.32  2.14  0.180
H  -4.75  1.72  5.42  0.303
H  -1.37  -5.88  1.81  0.330
H  -3.95  2.88  8.41  0.324
H  -3.51  4.64  6.80  0.386
H  -0.63  -4.43  1.61  0.229
H  -8.87  1.97  2.25  0.273
H  -5.02  2.36  -3.13  0.215
H  -5.93  2.92  2.07  0.234
H  -5.02  1.69  7.70  0.304
H  5.27  4.16  4.70  0.231
H  3.93  2.37  5.38  0.247
H  1.27  -0.25  -0.45  0.206
H  7.54  -1.29  -2.98  0.173
H  -6.00  -1.24  -3.57  0.216
H  4.60  -2.90  -3.22  0.187
H  2.51  -3.58  -6.31  0.219
H  -4.39  3.87  -3.70  0.150
H  -3.36  4.15  5.14  0.342
H  1.33  1.94  -6.14  0.324
H  5.65  -2.01  -2.15  0.141
H  4.19  -1.40  3.02  0.222
H  7.70  -0.79  -4.62  0.224
H  5.74  3.81  -1.61  0.353
H  0.28  4.69  -4.13  0.320
H  -8.35  -4.97  3.32  0.233
H  6.26  -4.03  3.57  0.159
H  0.15  -5.71  -6.82  0.174
H  -0.10  -5.43  2.96  0.363
H  5.96  3.22  0.09  0.320
H  -5.99  -2.89  -4.11  0.145
H  2.46  -5.63  -0.08  0.418
H  -3.40  1.15  8.16  0.312
H  0.53  -5.32  -0.89  0.319
H  2.39  -5.42  1.68  0.379
H  4.34  5.36  5.57  0.301
H  -1.82  0.04  0.39  0.095
H  -7.00  2.77  0.64  0.336
H  7.76  2.35  -2.92  0.291
H  3.20  3.28  6.76  0.221
H  -5.99  -4.78  1.15  0.175
H  -7.20  -5.80  2.33  0.166
H  5.41  4.08  6.44  0.302
H  -6.94  4.57  -5.88  0.220
H  -8.21  3.37  3.04  0.235
H  2.07  3.22  4.50  0.297
H  1.54  -4.53  -7.43  0.140
H  8.23  2.15  -0.61  0.203
H  3.34  3.41  -5.20  0.303
H  -5.29  4.75  -5.37  0.162
H  0.40  1.22  -4.76  0.324
H  2.13  1.18  -4.89  0.372
H  1.61  3.07  -3.40  0.176
H  7.74  5.07  -0.53  0.311
H  5.76  2.18  -1.43  0.351
H  -2.27  2.32  6.54  0.315
H  -5.53  -3.05  1.38  0.218
H  -4.89  4.12  6.02  0.354
H  -0.73  -5.35  -5.29  0.218
H  -7.47  0.78  3.47  0.291
H  2.70  4.94  -4.53  0.412
H  7.21  -3.84  2.19  0.222
H  2.20  4.28  -6.14  0.351
H  -6.38  1.41  1.60  0.213
H  1.58  -4.26  0.61  0.348
H  -0.45  -0.43  -0.86  0.145
H  8.47  4.05  0.67  0.379
H  9.42  4.34  -0.71  0.343
H  0.84  -7.04  1.05  0.162
H  -4.47  -4.15  -3.46  0.157

gap between HOMO and LUMO	0.3487	Ha
strongest force on any atom	0.1751	hartree/bohr
E_tot	-72497.8481	eV
highest occupied orbital energy	-9.3600	eV
relative energy (zero: lowest compared OMol25 entry of this formula, charge and spin)	0.0	kJ/mol
LUMO	0.128	eV

=====

[2]
Formula: C23H72N4O11
Source: OMol25
Level of theory: the ωB97M-V functional and the def2-TZVPD basis

Each line ends with the Mulliken charge.
Cartesian coordinates (Å):
O  31.54  18.62  42.12  -0.386
O  37.56  17.56  33.48  -0.330
O  31.30  16.15  37.54  -0.578
O  30.29  24.48  33.16  -0.580
O  36.36  24.05  38.11  -0.589
O  31.31  26.10  39.71  -0.501
O  34.85  24.99  42.04  -0.568
O  33.04  21.12  38.16  0.112
O  34.02  16.27  38.36  -0.694
O  36.32  18.83  42.71  -0.218
O  27.29  23.34  37.52  -0.367
N  38.40  16.10  43.76  -0.824
N  29.50  22.02  34.99  -0.286
N  37.06  16.90  37.07  -0.672
N  34.11  18.40  40.32  -0.257
C  37.81  18.96  36.16  -1.530
C  36.99  17.65  35.84  0.916
C  28.19  20.89  36.61  -1.371
C  34.65  15.32  39.13  -1.046
C  32.92  19.82  38.63  -0.533
C  31.88  21.55  37.46  -4.858
C  35.48  19.80  38.92  -1.617
C  38.33  16.99  32.47  -0.768
C  31.66  19.89  42.81  -0.409
C  28.32  22.14  35.78  -0.025
C  27.14  24.52  38.38  -0.842
C  35.03  23.73  38.53  0.371
C  36.06  16.41  44.34  -1.734
C  37.20  16.83  43.42  0.860
C  31.70  25.64  38.45  0.075
C  28.44  23.32  36.84  -0.209
C  33.76  24.09  41.86  0.113
C  37.48  18.21  43.24  -1.088
C  30.48  16.87  38.53  -0.048
C  37.79  16.85  34.76  -0.910
C  34.11  19.69  39.70  0.916
C  31.12  25.06  34.15  -0.594
C  36.40  20.24  42.54  -0.675
H  32.35  20.50  42.12  0.029
H  35.10  18.52  41.00  0.119
H  31.84  22.44  37.12  1.015
H  31.49  21.01  36.87  1.805
H  31.26  18.05  42.67  0.198
H  34.18  17.12  38.81  0.344
H  29.22  23.11  37.51  0.131
H  30.66  26.72  39.54  0.278
H  35.87  17.88  35.46  0.191
H  34.97  23.04  39.38  -0.357
H  36.92  16.42  42.58  0.187
H  37.25  20.58  41.84  0.312
H  38.76  18.72  36.74  0.351
H  31.24  17.23  39.32  -0.070
H  35.53  19.14  38.16  0.398
H  29.84  17.68  38.02  0.010
H  28.92  20.66  37.32  0.337
H  31.11  21.68  37.99  1.810
H  29.69  16.34  39.04  0.280
H  32.67  26.22  38.10  0.247
H  36.09  16.99  37.21  -0.019
H  31.95  25.27  33.75  0.566
H  26.17  24.61  38.87  0.256
H  32.89  24.68  41.44  0.137
H  35.94  15.45  44.83  0.439
H  35.78  20.82  38.58  0.256
H  36.97  23.89  38.78  0.298
H  36.57  20.78  43.43  0.527
H  30.51  25.78  34.65  0.277
H  32.98  19.03  37.87  0.451
H  37.75  18.50  44.09  0.579
H  34.49  26.01  41.97  0.343
H  27.22  20.74  37.14  0.410
H  29.77  22.89  34.49  0.005
H  27.44  22.36  35.39  0.502
H  31.52  24.32  34.96  0.028
H  27.29  25.39  37.68  0.301
H  32.15  16.15  37.96  0.472
H  30.61  20.26  43.03  0.274
H  34.11  20.48  40.40  -0.165
H  38.32  18.19  42.56  0.329
H  39.47  17.11  32.52  0.261
H  39.20  16.24  43.07  0.243
H  33.81  14.99  39.64  0.493
H  38.10  17.42  31.58  0.335
H  35.27  16.43  43.76  0.442
H  28.57  24.34  36.34  0.333
H  31.98  19.64  39.29  0.191
H  32.27  19.82  43.73  0.288
H  35.26  15.57  39.98  0.262
H  36.29  19.65  39.73  0.240
H  38.39  15.15  43.67  0.269
H  34.32  23.50  37.72  0.155
H  33.39  23.89  42.95  0.253
H  28.09  19.89  35.86  0.248
H  37.25  19.62  36.63  0.298
H  35.30  20.63  42.15  -0.048
H  29.97  25.09  32.52  0.296
H  37.99  15.94  32.24  0.293
H  33.39  18.43  41.25  0.246
H  30.74  25.50  37.68  0.127
H  27.87  24.60  39.05  0.378
H  29.48  21.35  34.17  0.288
H  35.88  16.95  45.20  0.391
H  35.07  14.40  38.68  0.333
H  36.92  16.08  36.48  0.339
H  34.73  24.67  39.15  0.141
H  38.38  19.49  35.43  0.408
H  37.37  15.95  34.39  0.582
H  34.16  23.12  41.52  -0.313
H  38.90  16.63  35.07  0.298
H  31.96  24.54  38.76  -0.208

gap between HOMO and LUMO	0.3487	Ha
strongest force on any atom	0.2398	hartree/bohr
E_tot	-53481.5492	eV
highest occupied orbital energy	-9.1467	eV
relative energy (zero: lowest compared OMol25 entry of this formula, charge and spin)	1590.4	kJ/mol
LUMO	0.341	eV